(1)
Molecular formula: C7H19N3O8
Method: DFT, the ωB97M-V functional and the def2-TZVPD basis

Its highest occupied orbital energy is -7.479 eV. The HOMO-LUMO gap is 0.240 Ha.

Structure (XYZ):
```
37
C7H19N3O8 the ωB97M-V functional and the def2-TZVPD basis
C 18.05 24.99 -10.31
N 18.67 24.47 -11.57
O 19.24 25.27 -12.35
O 18.53 23.26 -11.71
H 18.79 25.35 -9.61
H 17.39 24.26 -9.84
H 17.45 25.85 -10.62
C 14.43 23.66 -7.27
N 15.45 22.58 -7.25
O 15.62 21.96 -8.33
O 16.10 22.43 -6.24
H 14.53 24.25 -6.36
H 13.53 23.09 -7.49
H 14.59 24.25 -8.17
C 15.94 22.65 -10.17
N 16.21 21.18 -10.23
O 16.81 20.62 -9.32
O 15.68 20.53 -11.12
H 16.70 23.07 -9.51
H 14.91 22.72 -9.81
H 16.11 23.18 -11.11
C 14.89 18.85 -11.50
O 15.65 17.62 -11.53
C 16.97 17.68 -10.95
C 17.14 18.41 -9.59
O 16.22 17.94 -8.61
C 16.39 18.62 -7.38
H 13.98 18.63 -12.07
H 15.45 19.68 -11.94
H 14.47 19.18 -10.55
H 17.63 18.14 -11.68
H 17.23 16.63 -10.82
H 16.88 19.46 -9.75
H 18.17 18.40 -9.25
H 17.44 18.70 -7.08
H 15.82 18.12 -6.60
H 15.97 19.61 -7.54
```

(2)
Molecular formula: C7H19N6O
Method: DFT, the ωB97M-V functional and the def2-TZVPD basis

Its highest occupied orbital energy is -11.303 eV. As for the total charge: +1. The HOMO-LUMO gap is 0.320 Ha.

Structure (XYZ):
```
33
C7H19N6O the ωB97M-V functional and the def2-TZVPD basis
C 0.37 -0.99 0.67
C 1.32 0.08 0.97
C 2.21 0.11 -2.27
C 1.04 -2.24 1.21
C -2.83 -0.56 -0.92
C -1.52 1.29 0.00
C -2.20 1.35 1.37
N -0.77 -1.05 0.11
N 1.38 0.42 2.24
N 1.94 0.61 -0.07
N 1.16 0.83 -2.85
N 2.25 -1.21 -2.34
N -1.48 -0.11 -0.48
O -1.18 1.17 2.42
H 2.06 -2.22 0.79
H 0.54 -3.18 0.97
H 1.00 -2.10 2.35
H -2.66 -0.69 -2.07
H -3.08 -1.53 -0.41
H -3.57 0.16 -0.69
H -0.49 1.68 0.12
H -2.17 1.84 -0.81
H -2.65 2.28 1.52
H -2.80 0.37 1.42
H 0.61 0.32 2.90
H 1.95 1.28 2.53
H 3.16 0.58 -2.40
H 2.29 1.56 0.03
H 0.29 0.27 -2.84
H 1.08 1.74 -2.37
H 1.38 -1.79 -2.41
H 3.02 -1.64 -2.04
H -1.63 1.36 3.33
```

(3)
Molecular formula: C7H19N6P
Method: DFT, the ωB97M-V functional and the def2-TZVPD basis

Its highest occupied orbital energy is -15.689 eV. As for the total charge: +2. The SMILES is [H]/N=C(\N)NC(N=P(C)=[N+](C)C)=[N+](C)C. The HOMO-LUMO gap is 0.216 Ha.

Structure (XYZ):
```
33
C7H19N6P the ωB97M-V functional and the def2-TZVPD basis
H 0.74 -3.65 1.22
N 0.68 -2.81 0.60
C -0.17 -3.03 -0.32
N -0.88 -4.13 -0.49
N -0.45 -1.99 -1.29
C -0.31 -0.66 -1.25
N -0.01 -0.14 -0.09
P 0.44 1.09 0.70
C 2.02 2.10 0.42
N 0.47 0.67 2.33
C 0.83 1.62 3.43
C -0.25 -0.47 2.85
N -0.66 0.09 -2.34
C -0.75 1.56 -2.09
C -0.85 -0.41 -3.69
H -1.65 -4.08 -1.16
H -0.71 -5.09 -0.11
H -1.19 -2.26 -1.90
H 1.69 3.14 0.18
H 2.76 1.76 1.18
H 2.38 1.94 -0.64
H -0.22 1.91 3.70
H 1.39 1.07 4.16
H 1.50 2.35 3.00
H 0.54 -0.89 3.57
H -1.16 -0.34 3.43
H -0.37 -1.38 2.14
H 0.34 1.96 -2.24
H -1.52 1.97 -2.86
H -1.13 1.80 -1.18
H -1.94 -0.28 -3.87
H -0.48 0.33 -4.46
H -0.37 -1.33 -3.94
```

(4)
Molecular formula: C7H19NO3
Method: DFT, the ωB97M-V functional and the def2-TZVPD basis

Its highest occupied orbital energy is -9.582 eV. The SMILES is COCCNCCOC.CO. The HOMO-LUMO gap is 0.388 Ha.

Structure (XYZ):
```
30
C7H19NO3 the ωB97M-V functional and the def2-TZVPD basis
C 2.62 2.36 3.04
O 1.47 1.94 2.37
C 1.37 0.52 2.26
C 0.06 0.21 1.58
N 0.11 0.62 0.15
C -1.25 0.64 -0.41
C -1.15 0.66 -1.94
O -2.42 0.52 -2.54
C -2.77 -0.83 -2.80
H 2.64 2.05 4.10
H 2.65 3.44 2.95
H 3.53 1.97 2.57
H 1.40 0.06 3.25
H 2.21 0.15 1.65
H -0.77 0.72 2.09
H -0.14 -0.86 1.71
H 0.39 1.59 0.29
H -1.79 1.52 -0.07
H -1.76 -0.27 -0.09
H -0.44 -0.10 -2.29
H -0.78 1.64 -2.23
H -1.96 -1.35 -3.32
H -3.66 -0.81 -3.42
H -3.01 -1.37 -1.87
C 0.64 -2.69 -1.47
O 0.31 -2.48 -0.10
H 1.18 -1.83 -1.88
H 1.29 -3.57 -1.55
H -0.26 -2.91 -2.05
H 0.29 -1.53 0.03
```

(5)
Molecular formula: C7H20AgKN4O7
Method: DFT, the ωB97M-V functional and the def2-TZVPD basis

Its highest occupied orbital energy (spin up / spin down) is -11.236 / -11.236 eV. The expectation value of S² is 0.768. As for the total charge: +1. The HOMO-LUMO gap (spin up / spin down) is 0.185 / 0.187 Ha. As for the spin multiplicity: 2.

Structure (XYZ):
```
40
C7H20AgKN4O7 the ωB97M-V functional and the def2-TZVPD basis
Ag -13.62 -4.89 -25.07
K -9.15 -0.47 -25.20
C -12.23 -2.71 -22.59
O -13.38 -3.07 -22.56
O -11.52 -3.05 -23.58
O -11.74 -2.17 -21.65
C -13.94 -4.94 -16.43
C -13.47 -4.42 -17.78
O -13.66 -3.03 -18.04
H -13.94 -6.03 -16.50
H -14.98 -4.67 -16.21
H -13.24 -4.68 -15.64
H -14.12 -4.90 -18.52
H -12.48 -4.68 -18.15
H -13.26 -2.79 -18.88
C -14.63 1.57 -22.69
C -15.26 0.81 -21.52
O -15.81 -0.41 -21.97
H -14.35 2.49 -22.18
H -15.42 1.82 -23.40
H -13.82 0.99 -23.14
H -16.01 1.39 -20.98
H -14.39 0.56 -20.91
H -15.06 -1.01 -22.08
C -7.73 -4.59 -20.61
O -6.86 -5.28 -20.11
N -7.78 -4.24 -21.85
N -8.67 -4.09 -19.90
H -8.68 -3.94 -22.19
H -7.22 -4.64 -22.59
H -8.64 -4.37 -18.92
H -9.47 -3.61 -20.28
C -9.34 1.26 -19.37
O -8.46 2.14 -19.30
N -10.63 1.29 -19.27
N -8.89 0.04 -19.56
H -10.98 2.23 -19.18
H -11.24 0.52 -19.51
H -9.50 -0.62 -20.02
H -7.93 -0.27 -19.55
```

(6)
Molecular formula: C7H20BeN9O7
Method: DFT, the ωB97M-V functional and the def2-TZVPD basis

Its highest occupied orbital energy is -11.027 eV. As for the total charge: +1. The HOMO-LUMO gap is 0.266 Ha.

Structure (XYZ):
```
44
C7H20BeN9O7 the ωB97M-V functional and the def2-TZVPD basis
Be -2.31 -1.82 -20.60
O 0.02 -4.75 -22.53
C -0.59 -3.98 -21.65
O -1.74 -4.22 -21.36
O -0.03 -3.03 -21.17
H -0.77 -5.17 -22.87
C -4.26 0.91 -19.31
O -3.93 -0.17 -19.67
N -5.43 1.09 -18.73
N -3.61 2.01 -19.62
H -6.17 0.41 -18.83
H -5.65 2.00 -18.33
H -2.74 1.88 -20.12
H -4.00 2.94 -19.56
C -0.11 0.02 -18.32
O -0.96 -0.64 -18.82
N -0.27 1.27 -18.12
N 1.08 -0.34 -17.97
H 0.46 1.94 -17.93
H -1.10 1.55 -18.63
H 1.36 -1.30 -18.12
H 1.70 0.25 -17.44
C -4.67 -2.09 -23.25
O -3.64 -1.70 -22.75
N -4.77 -2.69 -24.40
N -5.80 -1.85 -22.72
H -5.61 -3.16 -24.69
H -3.88 -2.93 -24.81
H -5.86 -1.43 -21.80
H -6.59 -2.10 -23.29
C -1.04 -3.51 -17.62
O -1.94 -3.25 -18.38
N 0.22 -3.33 -17.89
N -1.15 -4.23 -16.54
H 0.52 -3.08 -18.82
H 0.83 -3.83 -17.26
H -2.03 -4.57 -16.19
H -0.29 -4.30 -16.00
C -5.51 -5.09 -18.40
C -4.98 -3.97 -19.25
N -4.50 -3.13 -19.87
H -4.71 -5.77 -18.10
H -6.33 -5.55 -18.94
H -5.84 -4.69 -17.44
```

(7)
Molecular formula: C7H20FeO15S3
Method: DFT, the ωB97M-V functional and the def2-TZVPD basis

Its highest occupied orbital energy (spin up / spin down) is 0.548 / 0.563 eV. The expectation value of S² is 8.757. As for the total charge: -3. The HOMO-LUMO gap (spin up / spin down) is 0.222 / 0.221 Ha. As for the spin multiplicity: 6.

Structure (XYZ):
```
46
C7H20FeO15S3 the ωB97M-V functional and the def2-TZVPD basis
Fe -0.72 0.26 0.99
S 0.41 -2.37 2.63
O -0.47 -2.52 3.79
O -0.12 -1.36 1.68
O 1.75 -1.96 3.05
O 0.49 -3.67 1.88
S -2.97 0.77 2.44
O -3.68 1.94 1.98
O -3.62 0.11 3.57
O -2.65 -0.21 1.31
O -1.51 1.02 2.62
S -1.19 3.13 -0.75
O -0.91 1.87 0.03
O -1.83 2.72 -2.00
O -2.07 4.02 0.05
O 0.08 3.82 -1.00
C 2.35 1.54 2.51
O 1.02 1.47 1.95
H 2.95 0.68 2.22
H 2.81 2.41 2.02
H 2.19 1.59 3.58
H 0.71 2.38 1.98
C -2.69 -2.48 -1.62
C -1.44 -2.25 -0.77
C -0.24 -2.93 -1.42
O -1.28 -0.85 -0.72
H -3.58 -1.98 -1.22
H -2.93 -3.54 -1.80
H -2.54 -2.11 -2.64
H -1.49 -2.76 0.19
H -0.04 -2.41 -2.37
H -0.29 -4.00 -1.64
H 0.60 -2.82 -0.73
H -1.36 -0.56 -1.63
C 2.21 2.22 -1.29
C 1.42 0.97 -1.64
C 2.28 0.00 -2.48
O 1.12 0.19 -0.44
H 1.66 2.79 -0.54
H 2.29 2.77 -2.23
H 3.23 1.97 -0.98
H 0.50 1.15 -2.19
H 2.91 0.55 -3.19
H 1.67 -0.75 -2.97
H 3.07 -0.45 -1.88
H 1.90 -0.36 -0.32
```

(8)
Molecular formula: C7H20N10SV
Method: DFT, the ωB97M-V functional and the def2-TZVPD basis

Its highest occupied orbital energy (spin up / spin down) is -18.853 / -18.927 eV. The expectation value of S² is 2.018. As for the total charge: +3. The HOMO-LUMO gap (spin up / spin down) is 0.296 / 0.328 Ha. As for the spin multiplicity: 3.

Structure (XYZ):
```
39
C7H20N10SV the ωB97M-V functional and the def2-TZVPD basis
V -0.46 0.06 -0.11
C 2.84 -1.47 4.02
N 1.50 -1.20 3.48
C 0.35 -1.36 4.38
C 1.31 -0.80 2.24
N 0.13 -0.42 1.75
N 2.42 -0.79 1.41
C 2.51 -0.40 0.10
N 3.71 -0.50 -0.44
N 1.46 0.05 -0.57
H 2.77 -1.57 5.09
H 3.53 -0.65 3.82
H 3.24 -2.41 3.63
H 0.66 -1.92 5.25
H -0.45 -1.93 3.89
H -0.03 -0.40 4.72
H -0.58 -0.42 2.48
H 3.27 -1.13 1.83
H 4.51 -0.86 0.06
H 3.88 -0.23 -1.40
H 1.72 0.26 -1.53
C -2.35 2.36 -4.64
C -2.51 1.03 -4.00
N -3.26 0.06 -4.39
N -3.06 -0.95 -3.50
C -2.21 -0.64 -2.54
S -1.64 -1.59 -1.23
N -1.84 0.63 -2.83
N -0.89 1.31 -2.06
H -3.01 2.39 -5.51
H -1.33 2.52 -4.98
H -2.63 3.17 -3.97
H -3.55 -1.83 -3.63
H -1.25 2.24 -1.83
H -0.05 1.45 -2.62
N -1.96 1.32 0.77
H -2.48 0.80 1.48
H -2.68 1.66 0.14
H -1.60 2.15 1.25
```

Number 1: DFT total energy -1043.56514 Eh. Number 2: DFT total energy -681.55466 Eh. Number 3: DFT total energy -947.31859 Eh. Number 4: DFT total energy -558.51165 Eh. Number 5: DFT total energy -1770.98670 Eh. Number 6: DFT total energy -1312.80965 Eh. Number 7: DFT total energy -3865.59039 Eh. Number 8: DFT total energy -2167.63014 Eh.